i.
# C6H9N3

One molecule with the formula C6H9N3 (ωB97M-V with the def2-TZVPD basis set, the Open Molecules 2025 dataset).

```
18
C6H9N3 | the Open Molecules 2025 dataset | ωB97M-V with the def2-TZVPD basis set
C 1.39067 -0.37176 0.44749
C 1.62280 1.11196 0.05885
C -0.52540 0.83133 -0.05070
C -2.34313 -0.63474 -0.04561
C -1.07934 -1.42752 0.05182
C -0.06029 -0.56746 0.18407
H 2.07734 -1.25387 -1.35159
H 3.17956 -1.07915 -0.15124
H 1.59174 -0.58456 1.51506
H 2.08142 1.66875 0.86701
H 2.23774 1.31824 -0.87852
H -2.40573 1.55940 -0.35336
H -2.80801 -0.79746 -1.05066
H -3.10374 -0.92367 0.68030
H -1.06680 -2.48988 0.02423
N 2.19773 -1.30313 -0.30894
N 0.30387 1.77769 -0.16232
N -1.90380 0.80134 0.01744
```

- Kohn-Sham gap: 9.339 eV
- Multiplicity: 1
- SMILES: N[C@H]1CN=C2NCC=C21
- M: 123.2 g mol⁻¹

***

ii.
# C6H9N3

One molecule with the formula C6H9N3 (ωB97M-V with the def2-TZVPD basis set, the Open Molecules 2025 dataset).

```
18
C6H9N3 | the Open Molecules 2025 dataset | ωB97M-V with the def2-TZVPD basis set
C 0.57948 -0.25420 -0.36147
C 1.90339 -0.43075 -0.06060
C -1.02214 1.59208 -0.30864
C -1.89943 0.40034 -0.50983
C 2.73678 -1.65270 -0.11357
C -2.55132 -0.30195 0.61285
N 2.33790 0.78021 0.33656
N 1.41162 1.67653 0.32626
N 0.31612 1.06553 -0.09629
H -1.01500 2.23964 -1.19262
H -1.30777 2.18446 0.56659
H -2.10251 0.07358 -1.51373
H 2.44709 -2.25983 -0.96878
H 3.78646 -1.38721 -0.20075
H 2.59365 -2.23982 0.79515
H -2.20587 0.06061 1.57868
H -2.37213 -1.37621 0.55647
H -3.63631 -0.17032 0.55373
```

- Kohn-Sham gap (alpha / beta): 8.892 / 7.517 eV
- Multiplicity: 1
- M: 123.2 g mol⁻¹

***

Going by the energies, i is most stable and the next is 3.852 eV up.

***

i.
# C2H3ClSi

C2H3ClSi as an isolated structure (ωB97M-V with the def2-TZVPD basis set, the Open Molecules 2025 dataset).

```
7
C2H3ClSi | the Open Molecules 2025 dataset | ωB97M-V with the def2-TZVPD basis set
C -0.13334 -1.24521 0.00202
C -0.78646 -0.13820 -0.16722
Si 0.78224 0.91806 -0.01794
Cl -2.56874 0.30572 0.00614
H -0.24168 -2.39848 -0.12370
H 1.14515 1.64121 1.27533
H 1.80285 0.91690 -0.97463
```

- Kohn-Sham gap: 7.970 eV
- Multiplicity: 1
- M: 90.6 g mol⁻¹

***

ii.
# C2H3ClSi

A 2-piece molecular cluster, C2H3ClSi overall (ωB97M-V with the def2-TZVPD basis set, the Open Molecules 2025 dataset).

```
7
C2H3ClSi | the Open Molecules 2025 dataset | ωB97M-V with the def2-TZVPD basis set
C -2.47265 -0.09432 -0.12971
C -1.53615 0.64519 0.10345
Si 2.12493 0.24388 -0.01566
Cl 4.20827 -0.29048 0.12164
H -3.43241 -0.53811 -0.22342
H -0.57553 1.08571 0.21483
H 1.68353 -1.05187 -0.07112
```

- Kohn-Sham gap: 8.139 eV
- Multiplicity: 1
- M: 90.6 g mol⁻¹

***

Going by the energies, ii is most stable and the next is 1.051 eV up.

***

i.
# C4H9Br2OP

A 2-piece molecular cluster, C4H9Br2OP overall (ωB97M-V with the def2-TZVPD basis set, the Open Molecules 2025 dataset).

```
17
C4H9Br2OP | the Open Molecules 2025 dataset | ωB97M-V with the def2-TZVPD basis set
C 0.55832 -0.65006 -1.89317
C 0.91325 0.79855 1.77001
C 1.17467 -0.05079 -0.63703
C 0.50247 -0.17368 0.71477
O -2.83077 -0.23757 1.74352
P -2.18143 -0.13161 0.44771
Br -3.16064 -1.58276 -1.08384
Br -2.70909 1.84912 -0.39138
H 0.44177 -1.75201 -2.12513
H -0.53125 -0.26952 -2.03400
H 1.08076 -0.33791 -2.75097
H 1.13128 1.80312 1.41717
H -0.02425 0.93277 2.39368
H 1.63871 0.53796 2.58163
H 1.37413 0.96323 -0.87759
H 2.21422 -0.50766 -0.51740
H 0.40785 -1.19118 1.24200
```

- Kohn-Sham gap: 7.291 eV
- Multiplicity: 1
- M: 263.9 g mol⁻¹

***

ii.
# C4H9Br2OP

A 2-piece molecular cluster, C4H9Br2OP overall (ωB97M-V with the def2-TZVPD basis set, the Open Molecules 2025 dataset).

```
17
C4H9Br2OP | the Open Molecules 2025 dataset | ωB97M-V with the def2-TZVPD basis set
C 0.44706 1.03832 0.99660
C 0.67872 -1.41265 0.25948
C 1.26938 0.41993 -1.24204
C 0.29639 0.00772 -0.18208
O -0.96430 -0.00817 -0.69361
P -2.73621 0.02700 0.89953
Br -3.90265 1.52587 -0.13114
Br -3.57480 -1.81720 0.02003
H -0.21797 0.70997 1.69259
H 1.46352 1.12314 1.18623
H 0.02995 1.97219 0.62792
H 1.80773 -1.53025 0.43624
H 0.49938 -2.01540 -0.49980
H 0.13271 -1.82694 1.24027
H 1.32907 -0.16396 -2.13023
H 1.12264 1.40379 -1.56458
H 2.31940 0.54663 -0.91539
```

- Kohn-Sham gap (alpha / beta): 7.832 / 7.832 eV
- Multiplicity: 1
- M: 263.9 g mol⁻¹

***

Going by the energies, i is most stable and the next is 1.028 eV up.

***

i.
# C3H9N2

An isolated ion of composition C3H9N2 and charge +1 (ωB97M-V with the def2-TZVPD basis set, the Open Molecules 2025 dataset).

```
14
C3H9N2 | the Open Molecules 2025 dataset | ωB97M-V with the def2-TZVPD basis set
C 1.12539 0.90671 0.08462
C -0.40880 0.98353 0.23872
C -1.31842 -1.21579 -0.06710
N 1.60295 -0.49405 -0.25275
N -1.38448 0.17802 0.05309
H 1.39743 1.51469 -0.74478
H 1.58823 1.35350 1.04488
H -0.60439 2.09637 0.24790
H -1.15119 -1.73310 0.92454
H -2.28102 -1.54705 -0.57228
H -0.58279 -1.56283 -0.80254
H 2.05414 -0.78865 0.65575
H -2.36876 0.64336 0.03532
H 2.33170 -0.33470 -0.84538
```

- Kohn-Sham gap: 9.923 eV
- Multiplicity: 1
- SMILES: C/[NH+]=C\CN
- M: 73.1 g mol⁻¹
- Total charge: +1

***

ii.
# C3H9N2

An isolated ion of composition C3H9N2 and charge +1 (ωB97M-V with the def2-TZVPD basis set, the Open Molecules 2025 dataset).

```
14
C3H9N2 | the Open Molecules 2025 dataset | ωB97M-V with the def2-TZVPD basis set
C 0.89613 0.00257 -1.58755
C 0.11838 0.14570 -0.33243
C 0.30229 -0.72220 0.66458
N -0.87062 -0.74078 1.62151
N -0.75760 1.35069 -0.17266
H 0.42548 -0.13459 -2.51692
H 1.61158 0.84946 -1.68784
H 1.55883 -0.97145 -1.55199
H 1.12884 -1.45916 0.89633
H -0.55818 -0.22135 2.45314
H -1.73221 -0.19458 1.37305
H -1.07640 -1.64625 1.87729
H -0.09730 2.09484 0.07786
H -0.94923 1.64709 -1.11438
```

- Kohn-Sham gap: 10.724 eV
- Multiplicity: 1
- SMILES: C/C(N)=C/[NH3+]
- M: 73.1 g mol⁻¹
- Total charge: +1

***

Going by the energies, ii is most stable and the next is 0.115 eV up.